A | Molecular formula: C3H6N4O
Method: DFT, ωB97M-V with the def2-TZVPD basis set

CARTESIAN COORDINATES (ANGSTROEM)
O1 3.768 0.209 0.239
N1 0.763 1.950 -0.060
N2 -0.141 1.124 0.215
N3 2.215 -1.827 -0.071
N4 1.943 1.634 0.108
C1 -1.563 1.522 0.037
C2 2.558 0.462 -0.047
C3 1.677 -0.651 -0.412
H1 -1.875 2.193 0.946
H2 -2.250 0.767 0.229
H3 -1.724 1.976 -0.958
H4 1.843 -2.740 -0.209
H5 3.191 -1.509 0.167
H6 0.780 -0.563 -0.990

Calculated values
Frontier orbital gap (spin up / spin down), eV: 7.25 / 7.26
LUMO level (spin up / spin down), eV: -1.0056 / -1.0008
Net charge: 0
E_HOMO (spin up / spin down), Eh: -0.30330 / -0.30359

natural (NBO) atomic charge list, values in e, 5 entries:
1 O -0.6634
2 N 0.0407
3 N -0.3008
4 N -0.6952
5 N -0.2944

***

B | Molecular formula: C3H6N4O
Method: DFT, ωB97M-V with the def2-TZVPD basis set

CARTESIAN COORDINATES (ANGSTROEM)
O1 2.330 -0.169 0.898
N1 0.824 -1.153 -0.484
N2 -2.666 -0.364 0.291
N3 0.616 1.549 -0.361
N4 -1.231 -0.036 0.057
C1 -0.458 -1.235 -0.302
C2 1.775 -0.287 -0.171
C3 -0.723 1.253 -0.090
H1 -2.823 -0.434 1.278
H2 -0.948 -2.132 -0.402
H3 0.963 2.463 -0.391
H4 -3.044 0.688 -0.215
H5 -1.247 2.235 0.502
H6 2.091 0.171 -1.096

Calculated values
Frontier orbital gap, eV: 9.06
LUMO level, eV: 0.0161
Net charge: 0
E_HOMO, Eh: -0.33231
SMILES string: [H]/N=C/N(N)/C=N\C=O

natural (NBO) atomic charge list, values in e, 5 entries:
1 O -0.6148
2 N -0.4565
3 N -0.6144
4 N -0.7002
5 N -0.3311

***

C | Molecular formula: C3H6N4O
Method: DFT, ωB97M-V with the def2-TZVPD basis set

CARTESIAN COORDINATES (ANGSTROEM)
O1 -1.591 -1.914 -0.969
N1 -0.186 2.121 0.734
N2 1.631 -1.327 -0.871
N3 1.384 -0.100 1.096
N4 -0.332 0.158 -0.539
C1 0.941 -0.665 -0.080
C2 -1.440 -0.634 -0.936
C3 -0.925 1.262 0.116
H1 0.751 -0.099 1.816
H2 2.335 -0.453 1.202
H3 -2.027 1.547 0.026
H4 0.734 1.700 1.395
H5 1.135 -1.710 -1.653
H6 -2.411 0.116 -1.336

Calculated values
Frontier orbital gap, eV: 9.69
LUMO level, eV: 0.4847
Net charge: 0
E_HOMO, Eh: -0.33835
SMILES string: [H]/N=C\N(C=O)/C(N)=N\[H]

natural (NBO) atomic charge list, values in e, 5 entries:
1 O -0.5798
2 N -0.6799
3 N -0.6673
4 N -0.8328
5 N -0.5359

***

D | Molecular formula: C3H6N4O
Method: DFT, ωB97M-V with the def2-TZVPD basis set

CARTESIAN COORDINATES (ANGSTROEM)
O1 -2.368 -0.114 -0.205
N1 0.021 0.216 -0.034
N2 -0.804 -1.775 0.009
N3 2.305 -0.365 -0.325
N4 0.576 -1.802 0.309
C1 1.096 -0.603 0.089
C2 -1.069 -0.560 -0.099
C3 0.111 1.614 0.179
H1 -2.885 -0.860 0.014
H2 2.177 0.662 -0.396
H3 0.556 1.878 1.089
H4 0.908 -2.527 -0.263
H5 -0.987 2.053 0.334
H6 0.364 2.183 -0.702

Calculated values
Frontier orbital gap, eV: 8.96
LUMO level, eV: 0.5767
Net charge: 0
E_HOMO, Eh: -0.30815
SMILES string: [H]/N=c1/[nH]nc(O)n1C

natural (NBO) atomic charge list, values in e, 5 entries:
1 O -0.6578
2 N -0.4428
3 N -0.3804
4 N -0.7205
5 N -0.4243

***

Looking at the structures above, which would you pick as the most stable? I would pick D.